# 1
Here is C23H30N2O5S in the gas phase at a distorted geometry from the Open Molecules 2025 dataset. Energies are from the ωB97M-V functional and the def2-TZVPD basis.

## Properties
Largest force on an atom, eV/Å: 1.13
Charge: 0
ΔE to the lowest compared entry with this formula, charge and spin, kJ/mol: 139.5
Structure (SMILES): COc1ccc(CCNC(=O)C2CCN(S(=O)(=O)c3ccc(C)cc3)CC2)cc1OC
Total energy, a.u.: -1778.32959
HOMO energy, eV: -8.002

Positions of all 61 atoms, in Å:
C1 2.9589 3.2708 2.7097
O1 2.8507 2.9575 1.3448
C2 3.4470 1.8175 0.8947
C3 4.1756 0.9352 1.6706
C4 4.6992 -0.2270 1.1170
C5 4.5370 -0.5046 -0.2256
C6 4.9757 -1.8195 -0.8123
C7 3.7355 -2.6251 -1.2501
N1 2.6718 -2.5003 -0.2787
C8 1.6281 -1.6572 -0.4721
O2 1.3569 -1.2012 -1.5655
C9 0.8228 -1.3919 0.7962
C10 -0.1218 -2.5695 1.0834
C11 -1.2393 -2.6184 0.0422
N2 -1.9839 -1.3788 0.0085
S1 -3.0694 -1.1624 1.2693
O3 -3.6499 -2.4443 1.5519
O4 -2.5119 -0.4285 2.3766
C12 -4.2819 -0.1345 0.4530
C13 -4.5054 1.1607 0.8732
C14 -5.4486 1.9345 0.2167
C15 -6.1668 1.4172 -0.8545
C16 -7.1912 2.2426 -1.5704
C17 -5.9241 0.1062 -1.2600
C18 -4.9839 -0.6703 -0.6102
C19 -1.1566 -0.2230 -0.2665
C20 0.0156 -0.0917 0.7071
C21 3.8405 0.4026 -1.0211
C22 3.2700 1.5387 -0.4801
O5 2.5082 2.4273 -1.1719
C23 2.0998 2.0667 -2.4722
H1 4.0018 3.4230 3.0086
H2 2.4089 4.2011 2.8416
H3 2.5104 2.4943 3.3389
H4 4.3252 1.1246 2.7215
H5 5.2368 -0.9151 1.7537
H6 5.6218 -1.6672 -1.6784
H7 5.5357 -2.3837 -0.0640
H8 3.3353 -2.2348 -2.1873
H9 3.9914 -3.6800 -1.3837
H10 2.9038 -2.7620 0.6672
H11 1.5381 -1.2969 1.6224
H12 0.4271 -3.5135 1.0832
H13 -0.5777 -2.4267 2.0658
H14 -1.9526 -3.4074 0.2835
H15 -0.8279 -2.7882 -0.9573
H16 -3.9417 1.5408 1.7107
H17 -5.6286 2.9488 0.5417
H18 -8.1664 1.7609 -1.5190
H19 -6.9269 2.3434 -2.6220
H20 -7.2694 3.2346 -1.1342
H21 -6.4809 -0.3026 -2.0906
H22 -4.7850 -1.6883 -0.9037
H23 -1.7990 0.6579 -0.2044
H24 -0.7805 -0.3215 -1.2878
H25 -0.3810 0.1375 1.6973
H26 0.6613 0.7268 0.3860
H27 3.7180 0.1856 -2.0691
H28 1.3669 2.8160 -2.7671
H29 1.6378 1.0748 -2.4816
H30 2.9390 2.0888 -3.1758

Results of the natural (NBO) charge analysis, in e, for atoms 1 through 2:
1. C -0.25
2. O -0.48


# 2
Here is C2H2Cl2O in the gas phase at a distorted geometry from the Open Molecules 2025 dataset. Energies are from the ωB97M-V functional and the def2-TZVPD basis.

## Properties
Largest force on an atom, eV/Å: 8.71
Charge: 0
ΔE to the lowest compared entry with this formula, charge and spin, kJ/mol: 221.5
Structure (SMILES): O=CC(Cl)Cl
Total energy, a.u.: -1072.94023
HOMO energy, eV: -10.669

Positions of all 7 atoms, in Å:
O1 -1.7234 -0.1122 1.2368
C1 -0.5542 0.5235 1.3214
C2 0.2858 0.6518 -0.0889
Cl1 -0.6131 0.3591 -1.3789
Cl2 1.4421 -0.8508 0.2320
H1 0.1280 0.8660 2.3354
H2 1.1762 1.3387 -0.1274

Results of the natural (NBO) charge analysis, in e, for atoms 1 through 2:
1. O -0.51
2. C 0.37


# 3
Here is a 11-piece molecular cluster, C4H28NO13 overall at a distorted geometry from the Open Molecules 2025 dataset. Energies are from the ωB97M-V functional and the def2-TZVPD basis.

## Properties
Largest force on an atom, eV/Å: 10.12
Charge: +1
ΔE to the lowest compared entry with this formula, charge and spin, kJ/mol: 324.3
Total energy, a.u.: -1201.76786
HOMO energy, eV: -12.937

Positions of all 46 atoms, in Å:
O1 0.8525 2.1307 -0.8123
C1 0.4665 1.0226 -0.6187
C2 -1.2341 0.9296 -0.5731
C3 -1.7812 0.1460 -1.7186
C4 -1.7487 -1.3194 -1.2356
O2 -2.8820 -1.6182 -0.4942
O3 -0.8392 -2.1248 -1.3646
N1 -1.8008 2.2618 -0.2082
H1 1.0185 0.1794 -0.4570
H2 -1.3853 0.1737 0.3298
H3 -1.2555 0.1386 -2.7199
H4 -2.8953 0.3597 -2.0296
H5 -2.8969 -2.4852 -0.0813
H6 -2.7883 2.3026 -0.4899
H7 -1.6254 2.3777 0.8804
H8 -1.2381 3.1245 -0.6136
H9 0.9785 -3.4276 1.1313
H10 1.8376 -2.0748 1.0831
O4 0.9304 -2.5114 0.8652
H11 -4.9351 1.0762 1.1404
H12 -3.6338 0.4650 0.6474
O5 -4.2909 1.1193 0.4448
H13 -0.0383 3.6423 -2.1218
H14 -0.1761 4.9813 -1.4347
O6 -0.3811 4.1750 -1.5007
H15 -1.6277 -2.2658 2.0475
H16 -0.3129 -1.6024 1.9043
O7 -1.2594 -1.2987 1.9486
H17 1.5689 -1.4661 -1.6216
H18 2.8546 -1.1361 -1.9929
O8 2.1454 -0.7036 -1.5988
H19 3.7900 -1.3001 1.8726
H20 2.8725 -1.2735 2.8443
O9 3.0212 -1.9059 2.1829
H21 -2.7804 1.2968 3.0608
H22 -1.5571 0.4267 2.4700
O10 -1.9909 1.2301 2.5398
H23 2.9964 0.7519 1.6185
H24 3.0560 1.8507 2.5612
O11 2.3791 1.1969 2.2051
H25 2.9339 -0.2074 -0.0383
H26 4.5333 0.1684 -0.1776
O12 3.8190 -0.0029 0.4446
H27 1.1778 -3.4363 -3.4433
H28 2.1762 -2.4189 -3.8115
O13 1.9463 -2.9484 -3.0652

Results of the natural (NBO) charge analysis, in e, for atoms 1 through 2:
1. O -0.52
2. C 0.49


# 4
Here is C24H19BrN6OSTe4Zr as an isolated structure at a distorted geometry from the Open Molecules 2025 dataset. Energies are from the ωB97M-V functional and the def2-TZVPD basis.

## Properties
Largest force on an atom, eV/Å: 1.89
Charge: 0
ΔE to the lowest compared entry with this formula, charge and spin, kJ/mol: 182.2
Total energy, a.u.: -5421.22152
HOMO energy, eV: -5.864

Positions of all 57 atoms, in Å:
Zr1 0.6557 0.3855 -0.7977
C1 -3.1672 -2.1751 -0.6455
C2 -2.2369 -1.0084 -0.6813
N1 -1.0869 -1.0237 -0.1172
N2 -0.7147 -2.1873 0.5619
C3 0.2262 -2.8031 -0.0928
N3 0.7767 -3.9128 0.4740
S1 0.7904 -2.2482 -1.6450
C4 -2.6069 0.2457 -1.3618
C5 -3.9207 0.5243 -1.6997
C6 -4.2208 1.7397 -2.2956
C7 -3.1937 2.6290 -2.5373
C8 -1.9045 2.2749 -2.1765
N4 -1.6007 1.1036 -1.6147
H1 -2.5926 -3.0971 -0.6613
H2 -3.8488 -2.1602 -1.4917
H3 -3.7483 -2.1651 0.2797
H4 0.2726 -4.3311 1.2400
H5 1.2970 -4.5263 -0.1289
H6 -4.7006 -0.1920 -1.4886
H7 -5.2407 1.9801 -2.5648
H8 -3.3554 3.5852 -3.0148
H9 -1.0873 2.9438 -2.4130
Br1 5.9665 -4.5912 0.5732
C9 4.9405 -3.0680 0.1110
C10 5.1394 -2.4570 -1.1383
C11 4.4128 -1.3542 -1.5057
C12 3.4325 -0.8305 -0.6446
O1 2.7174 0.2039 -0.9859
C13 3.2334 -1.4571 0.6155
C14 2.2502 -0.9941 1.5320
N5 1.3863 -0.0563 1.2765
C15 0.4442 0.3907 2.2282
C16 0.1001 -0.2444 3.3921
C17 -0.8399 0.3210 4.2753
C18 -1.4208 1.5245 3.9997
C19 -1.1037 2.1958 2.7977
C20 -1.6300 3.4613 2.4482
C21 -1.2608 4.0524 1.2737
C22 -0.4161 3.3576 0.3910
N6 0.0761 2.1679 0.6695
C23 -0.2038 1.6134 1.8871
C24 4.0134 -2.5743 0.9811
H10 5.8713 -2.8716 -1.8187
H11 4.5497 -0.8820 -2.4692
H12 2.2625 -1.4583 2.5178
H13 0.5437 -1.1977 3.6440
H14 -1.0907 -0.2103 5.1833
H15 -2.1246 1.9777 4.6857
H16 -2.3151 3.9549 3.1269
H17 -1.6258 5.0282 0.9877
H18 -0.1453 3.7824 -0.5703
H19 3.8534 -3.0456 1.9428
Te1 0.8135 0.2556 -3.7322
Te2 1.3978 0.1895 -6.3114
Te3 0.3241 4.5578 -3.9007
Te4 1.6558 2.6769 -2.5902

Results of the natural (NBO) charge analysis, in e, for atoms 1 through 2:
1. Zr 1.53
2. C -0.68


# 5
Here is C5H13N3 as an isolated structure at a distorted geometry from the Open Molecules 2025 dataset. Energies are from the ωB97M-V functional and the def2-TZVPD basis.

## Properties
Largest force on an atom, eV/Å: 1.21
Charge: 0
ΔE to the lowest compared entry with this formula, charge and spin, kJ/mol: 430.5
Total energy, a.u.: -362.41830
HOMO energy, eV: -7.541

Positions of all 21 atoms, in Å:
C1 -2.1541 1.8862 0.1189
C2 -0.9978 1.3340 -0.6260
C3 -0.2398 1.3961 -1.6208
H1 -0.5791 0.2280 0.0730
H2 -2.4991 2.8142 -0.3399
H3 -1.8820 2.0819 1.1583
H4 -2.9793 1.1688 0.1267
H5 0.0815 1.9501 -2.4781
H6 0.6379 0.0717 -1.3774
C4 0.1455 -0.8392 0.4560
N1 0.5755 -0.4268 1.7682
N2 -0.8375 -1.8756 0.4303
N3 2.4354 -0.3968 -0.3699
C5 1.0873 -0.8341 -0.6615
H7 1.4357 0.1086 1.6954
H8 0.7336 -1.2312 2.3667
H9 -1.5485 -1.7435 1.1385
H10 -0.4397 -2.8041 0.5105
H11 3.0571 -1.0245 0.1311
H12 2.9978 -0.1635 -1.1802
H13 0.9696 -1.7006 -1.3198

Results of the natural (NBO) charge analysis, in e, for atoms 1 through 2:
1. C -0.65
2. C -0.10


# 6
Here is C13H13NO3 in the gas phase at a distorted geometry from the Open Molecules 2025 dataset. Energies are from the ωB97M-V functional and the def2-TZVPD basis.

## Properties
Largest force on an atom, eV/Å: 5.27
Charge: 0
ΔE to the lowest compared entry with this formula, charge and spin, kJ/mol: 49.6
Structure (SMILES): O=C1O[C@@]2(c3ccccc3)CCCCN1C2=O
Total energy, a.u.: -783.65817
HOMO energy, eV: -9.500

Positions of all 30 atoms, in Å:
O1 -3.6024 0.1131 0.3364
C1 -2.4096 0.1810 0.0626
O2 -1.3955 -0.4096 0.7486
C2 -0.1763 0.0893 0.1574
C3 0.8320 0.3892 1.2481
C4 0.9343 -0.5431 2.2413
C5 1.8347 -0.4130 3.2707
C6 2.6854 0.7191 3.3753
C7 2.6460 1.6439 2.3209
C8 1.7129 1.5029 1.2681
C9 0.3927 -1.0305 -0.7500
C10 -0.5920 -1.6096 -1.8272
C11 -1.1735 -0.6181 -2.8646
C12 -2.2996 0.3068 -2.3346
N1 -2.0342 0.9420 -1.0327
C13 -0.7259 1.2033 -0.7791
O3 -0.0188 1.9414 -1.4826
H1 0.3248 -1.4621 2.2583
H2 1.8793 -1.1583 4.0406
H3 3.3922 0.8214 4.1872
H4 3.3026 2.4996 2.2504
H5 1.6897 2.2787 0.4759
H6 0.6978 -1.8532 -0.0914
H7 1.2841 -0.6867 -1.2583
H8 -1.4138 -2.0472 -1.2686
H9 -0.0296 -2.3851 -2.3369
H10 -1.6173 -1.2128 -3.6530
H11 -0.3584 -0.0398 -3.2774
H12 -3.2045 -0.2622 -2.2507
H13 -2.5571 1.0997 -3.0348

Results of the natural (NBO) charge analysis, in e, for atoms 1 through 2:
1. O -0.56
2. C 0.88